# 1
The following is a DFT calculation (the ωB97M-V functional and the def2-TZVPD basis) of an isolated ion of composition C8H16NO2 and charge +1 at a distorted geometry.

Kohn-Sham gap (alpha / beta): 7.240 / 7.240 eV
Highest occupied orbital energy (alpha / beta): -11.71 / -11.71 eV
Total charge: +1

Last column: Löwdin charge in e.
CARTESIAN COORDINATES (ANGSTROEM)
C  0.69355  1.03090  0.70437  -0.14
C  0.47666  -0.23089  -1.93755  -0.18
C  -0.57612  -1.20209  -1.26463  -0.14
C  0.24425  1.25351  -1.75825  -0.13
C  -0.05478  -1.78242  0.11643  -0.12
C  0.27602  1.82011  -0.35885  -0.28
C  -0.46866  -1.05686  1.32808  -0.39
C  0.17379  -1.31413  2.61257  0.01
N  -0.32120  3.01102  -0.16999  0.16
O  0.69070  1.53846  2.03818  -0.05
O  -1.67353  -0.63836  1.45458  0.13
H  1.36638  0.23796  0.67043  0.10
H  1.45666  -0.64181  -1.67174  0.12
H  0.22445  -0.49129  -2.93953  0.10
H  -1.45258  -0.61221  -1.18001  0.08
H  -0.78583  -2.04722  -2.06054  0.16
H  0.93682  1.90605  -2.42444  0.17
H  -0.70130  1.45702  -2.10735  0.09
H  -0.42934  -2.87261  0.07837  0.18
H  1.00316  -1.81121  0.18360  0.10
H  1.23635  -1.48290  2.53042  0.10
H  -0.28016  -2.21786  3.20367  0.16
H  -0.05031  -0.32536  3.21929  0.15
H  -0.72216  3.54444  -1.03426  0.19
H  -0.11877  2.13356  2.18132  0.13
H  -0.17839  3.39549  0.71094  0.07
H  -2.30636  -0.63881  0.59121  0.23

---

# 2
The following is a DFT calculation (the ωB97M-V functional and the def2-TZVPD basis) of one molecule with the formula C19H19N3O3S2.

SMILES: C=CCn1c(SCC(=O)Nc2ccc(O)cc2)nc2sc(CC)cc2c1=O
Kohn-Sham gap: 8.462 eV
Highest occupied orbital energy: -8.09 eV

Last column: Löwdin charge in e.
CARTESIAN COORDINATES (ANGSTROEM)
C  -3.45598  -0.05821  2.71565  0.03
C  -2.19984  -0.45762  2.68258  -0.16
C  -1.09663  0.22000  3.44187  -0.18
N  -0.15481  0.84538  2.52344  0.01
C  0.84436  0.13802  1.94401  -0.55
N  1.68426  0.59773  1.07811  0.06
C  1.54069  1.89170  0.74222  -0.52
C  0.57190  2.73436  1.26908  -0.15
C  0.66953  4.05146  0.75230  -0.05
C  1.68621  4.19802  -0.13252  -0.52
S  2.56556  2.70342  -0.38019  1.12
C  2.08121  5.41889  -0.88887  -0.27
C  1.73874  5.28839  -2.37410  -0.11
H  0.66950  5.13839  -2.50369  0.08
H  2.26274  4.43978  -2.80747  0.06
H  2.03152  6.18883  -2.90776  0.07
H  1.55897  6.27766  -0.46287  0.11
H  3.15631  5.58244  -0.78285  0.11
H  0.00451  4.84183  1.04845  0.13
C  -0.37272  2.21431  2.22213  -0.36
O  -1.27783  2.81759  2.75722  0.08
S  1.05848  -1.53848  2.43674  1.02
C  2.32396  -2.05957  1.24886  -0.35
H  3.09420  -1.29138  1.20394  0.08
H  2.74177  -2.98439  1.65090  0.09
C  1.78949  -2.31608  -0.16278  -0.53
O  2.47272  -2.07928  -1.12988  0.08
N  0.54921  -2.85844  -0.17066  0.10
C  -0.23402  -3.26395  -1.25973  -0.22
C  -1.48464  -3.80941  -0.98763  -0.03
C  -2.30098  -4.23987  -2.01546  -0.03
C  -1.87758  -4.13005  -3.33464  -0.33
C  -0.62829  -3.57961  -3.60628  0.00
C  0.18834  -3.14950  -2.58118  0.00
H  1.15426  -2.72521  -2.79649  0.10
H  -0.31207  -3.49776  -4.63344  0.12
O  -2.64376  -4.54451  -4.37909  0.05
H  -3.47702  -4.90554  -4.05365  0.10
H  -3.27063  -4.66450  -1.79152  0.11
H  -1.82222  -3.90151  0.03552  0.11
H  0.11300  -2.99476  0.73411  0.09
H  -1.50661  1.02124  4.06135  0.12
H  -0.55341  -0.49687  4.06547  0.09
H  -1.89437  -1.29374  2.06749  0.08
H  -4.22587  -0.55409  2.14955  0.06
H  -3.76215  0.78487  3.31171  0.07

---

# 3
The following is a DFT calculation (the ωB97M-V functional and the def2-TZVPD basis) of one molecule with the formula C19H24N2O5S at a distorted geometry.

SMILES: CCCNC(=O)CN(c1ccccc1)S(=O)(=O)c1ccc(OC)c(OC)c1
Kohn-Sham gap: 9.030 eV
Highest occupied orbital energy: -8.35 eV

Last column: Löwdin charge in e.
CARTESIAN COORDINATES (ANGSTROEM)
C  -5.37723  3.53291  1.46335  -0.11
H  -6.06756  4.36783  1.55679  0.07
C  -4.67238  3.57861  0.11222  -0.24
H  -4.07038  4.48617  0.04159  0.11
H  -5.41902  3.60762  -0.68312  0.11
C  -3.77391  2.36477  -0.12383  -0.18
N  -2.65114  2.34784  0.78901  0.07
C  -1.40000  2.10337  0.36753  -0.50
O  -1.08594  2.04960  -0.80701  0.04
C  -0.34780  2.03440  1.47583  -0.10
N  0.47710  0.85965  1.29732  -0.14
C  1.77373  0.83171  1.82039  -0.26
C  2.22473  1.74585  2.77011  -0.02
C  3.52192  1.67524  3.24652  -0.08
C  4.38437  0.69096  2.79955  -0.10
C  3.93806  -0.22452  1.86079  -0.07
C  2.64950  -0.15334  1.36836  -0.02
H  2.30988  -0.85978  0.62917  0.10
H  4.60083  -0.99799  1.50203  0.11
H  5.39307  0.63617  3.17968  0.10
H  3.85391  2.39257  3.98294  0.10
H  1.56570  2.50929  3.15345  0.10
S  -0.35483  -0.62177  1.28078  0.73
O  0.07600  -1.41609  2.39453  -0.26
O  -1.74867  -0.27378  1.21880  -0.26
C  0.11608  -1.43604  -0.23382  -0.29
C  0.59868  -2.72365  -0.18911  -0.07
C  0.93471  -3.36015  -1.37753  0.00
C  0.77859  -2.71235  -2.59400  -0.19
C  0.26950  -1.38811  -2.62253  -0.18
C  -0.05677  -0.76247  -1.43132  0.02
H  -0.43820  0.24388  -1.40713  0.08
O  0.14053  -0.82876  -3.84651  -0.05
C  -0.40422  0.47165  -3.92357  -0.06
H  -1.41864  0.50402  -3.51716  0.10
H  -0.42580  0.71406  -4.98467  0.10
H  0.21139  1.20056  -3.39044  0.10
O  1.07655  -3.24455  -3.80439  -0.05
C  1.58789  -4.55459  -3.85848  -0.08
H  0.87811  -5.28153  -3.45101  0.10
H  1.74784  -4.76135  -4.91535  0.10
H  2.54047  -4.63750  -3.32549  0.10
H  1.31568  -4.36757  -1.33924  0.11
H  0.71574  -3.21196  0.76439  0.12
H  -0.82355  2.05259  2.46499  0.13
H  0.29227  2.91461  1.35989  0.14
H  -2.87028  2.17170  1.75611  0.13
H  -3.35304  2.39656  -1.13107  0.12
H  -4.35011  1.43999  -0.01203  0.13
H  -4.66188  3.59573  2.27972  0.06
H  -5.94152  2.60883  1.56728  0.07

---

# 4
The following is a DFT calculation (the ωB97M-V functional and the def2-TZVPD basis) of one molecule with the formula C3H6N2 at a distorted geometry.

SMILES: C=NN1CC1
Kohn-Sham gap: 9.593 eV
Highest occupied orbital energy: -8.72 eV

Last column: Löwdin charge in e.
CARTESIAN COORDINATES (ANGSTROEM)
C  -1.65612  0.43297  0.11610  -0.01
C  1.10360  0.61933  -0.55555  -0.10
C  1.05189  -0.03927  0.79545  -0.15
H  -2.71006  0.22349  0.08546  0.05
H  -1.25539  1.38600  0.55187  0.07
H  1.99932  0.34842  -1.01668  0.08
H  0.41710  1.52745  -0.54908  0.11
H  1.82588  -0.74299  1.03481  0.10
H  0.47928  0.42146  1.53651  0.08
N  -0.93706  -0.67495  -0.20153  -0.04
N  0.40101  -0.64534  -0.33831  -0.19

---

# 5
The following is a DFT calculation (the ωB97M-V functional and the def2-TZVPD basis) of a 2-piece molecular cluster, C4H12NO2S overall at a distorted geometry.

Kohn-Sham gap: 4.786 eV
Highest occupied orbital energy: -2.44 eV
Total charge: -1

Last column: Löwdin charge in e.
CARTESIAN COORDINATES (ANGSTROEM)
C  0.24484  0.34096  1.05103  -0.24
N  -0.85903  0.40745  0.03456  -0.05
C  -0.49613  0.34404  -1.33796  -0.29
O  -0.38814  1.73976  -1.78098  -0.13
C  0.93916  -0.98769  1.07670  -0.36
C  2.09895  -1.02059  2.09499  -0.74
S  1.46090  -1.41812  3.80295  0.02
H  1.02578  1.08405  0.84495  0.11
H  -0.12880  0.50521  2.06645  0.10
H  -1.60934  -0.21065  0.30583  0.10
H  0.50184  -0.00591  -1.68448  0.11
H  -1.27781  -0.01395  -2.02866  0.11
H  1.12563  -1.47382  0.12215  0.08
H  0.15602  -1.74089  1.38611  0.09
H  2.74389  -0.16195  2.22447  0.01
H  2.78674  -1.81828  1.73493  0.03
H  -0.39367  2.32377  -1.03144  0.05
H  -2.73525  1.70928  -6.56864  0.05
H  -3.64359  0.62641  -6.80559  0.04
O  -3.63675  1.59360  -6.93953  -0.09